DFT (ωB97M-V with the def2-TZVPD basis set) results for a cluster of 11 separate species, C42H86O12 in total.

Results
SMILES	C1CCOC1.C1CCOC1.C1CCOC1.C1CCOC1.C1CCOC1.C1CCOC1.C1CCOC1.C1CCOC1.C1CCOC1.C1CCOC1.OCCO
net charge	0
Kohn-Sham gap	9.692	eV
E_tot	-69511.018	eV
E_LUMO	0.562	eV

The geometry in XYZ format:
```
140
Properties=species:S:1:pos:R:3:forces:R:3:mulliken_charge:R:1
C 17.339526 -15.541371 -11.910187 -1.3 -2.1 0.4 0.26
C 14.549943 -12.001171 -13.242353 -1.7 0.9 1.0 -0.10
C 13.962501 -11.838098 -11.796816 0.6 -1.1 -0.3 0.24
H 17.024532 -15.099150 -10.989030 0.1 1.1 0.4 -0.38
C 19.947673 -11.741204 -4.840854 0.4 -1.1 0.9 -0.26
H 19.176022 -13.640866 -5.506753 0.2 0.1 0.8 -0.71
C 12.812616 -19.247748 -6.302321 1.0 -2.8 0.4 -0.57
H 14.986822 -16.474715 -8.658098 0.3 0.6 0.2 -1.06
H 9.687296 -12.160757 -5.525740 -0.1 0.0 0.3 0.33
H 15.016822 -18.576291 -8.255955 0.3 0.6 -0.6 -0.16
H 15.220570 -10.014947 -7.418086 -1.5 0.1 0.5 -1.58
C 20.425817 -12.724625 -10.111898 -0.6 0.1 1.4 -0.23
O 17.365031 -8.467769 -7.112611 0.0 0.2 -0.6 -0.46
H 17.529925 -16.580675 -8.373729 0.3 -0.2 0.7 -0.04
O 14.893373 -15.438615 -6.769193 -0.6 -0.6 -1.4 -0.37
C 18.775374 -16.025182 -11.902159 1.2 0.0 -0.2 0.10
H 12.907533 -14.262106 -8.455303 0.4 0.4 0.4 0.38
H 17.932876 -7.619730 -8.901914 0.2 0.3 0.5 0.27
C 15.158498 -18.942553 -6.150936 0.9 1.2 0.8 0.22
H 17.771746 -16.006007 -5.856027 0.1 -0.7 -0.1 0.20
H 21.796256 -15.017899 -8.968701 0.4 0.1 -0.2 -0.07
H 18.942544 -11.325448 -7.618856 -0.9 0.0 -0.1 -0.71
H 11.980140 -14.189049 -12.054828 0.0 -0.3 0.0 -0.11
C 13.891534 -9.049730 -5.882580 1.1 -1.2 2.2 -0.72
O 21.081213 -12.068740 -4.001706 -0.4 0.6 -0.2 -0.53
H 16.768296 -10.250598 -6.268834 0.5 0.3 0.4 0.20
H 11.603281 -7.907100 -7.661144 -0.9 -0.1 0.1 0.34
C 18.479211 -16.250541 -7.903911 -0.5 -1.4 1.2 0.58
H 19.527775 -18.165072 -11.814809 -0.4 0.4 0.5 0.35
H 9.632659 -12.323088 -3.717134 0.0 0.2 -0.3 0.23
H 13.683121 -17.406415 -5.881165 0.1 0.8 0.0 -0.44
H 10.334328 -14.416281 -5.533816 -0.5 -0.4 -0.4 0.32
H 14.044230 -16.662932 -13.884968 -0.8 0.3 0.3 0.17
C 14.130296 -9.839500 -7.158170 0.4 1.6 -1.1 2.63
H 19.507136 -12.951317 -10.720162 1.2 0.2 0.3 0.12
H 19.115538 -9.475301 -9.549389 0.0 -0.1 -1.0 0.43
H 12.974596 -9.265633 -8.916121 -0.4 -0.2 -0.5 0.28
H 16.766964 -11.833955 -11.289699 -0.3 0.1 0.6 -0.03
H 11.648558 -10.938274 -3.693806 -0.4 0.2 0.1 0.41
C 14.843119 -10.717314 -11.259361 0.2 -0.1 0.9 0.29
H 14.188615 -12.787292 -11.240589 -0.1 0.8 -0.3 -0.49
H 11.851892 -18.905784 -6.532332 -1.6 0.9 0.5 0.41
H 18.485346 -9.588353 -5.851212 -0.9 -0.7 -0.2 0.18
H 15.215230 -20.297755 -8.025484 -0.3 0.8 1.0 0.35
H 19.393867 -10.840221 -4.555336 0.6 0.2 0.3 0.19
C 19.447208 -13.530963 -3.272575 -2.3 1.2 0.1 -0.66
H 22.402804 -12.564133 -10.717673 0.9 0.0 -0.1 0.37
H 13.696372 -18.464677 -4.538438 -0.1 -0.3 2.4 0.65
C 10.241905 -12.422152 -4.619643 1.1 -0.6 -0.2 -0.55
C 14.768194 -19.360067 -7.574633 0.0 -0.8 -0.3 0.00
C 13.528897 -8.771474 -8.142126 0.1 0.0 0.2 -0.91
H 13.803355 -9.684365 -4.979177 0.0 0.1 -0.4 0.37
H 11.744993 -16.945185 -14.748437 0.0 -0.9 -0.5 0.31
O 15.906975 -11.750901 -13.096424 1.0 0.8 -0.1 -0.51
H 21.847781 -14.158676 -11.210206 -0.4 0.1 -0.1 0.30
O 20.085695 -13.111293 -8.736288 0.8 -0.8 -0.1 -0.07
H 20.396290 -16.609696 -8.343134 -1.5 -0.1 0.0 0.35
H 19.080901 -7.343142 -7.502169 -0.1 -0.5 -0.5 0.26
H 21.387677 -13.127519 -2.282407 -0.7 0.3 -0.3 0.32
C 22.190002 -13.996836 -9.059492 0.9 -0.2 -0.5 -0.19
C 14.319842 -15.817872 -8.075723 0.3 0.4 0.8 0.41
C 21.806361 -13.407593 -10.423373 -1.0 0.2 0.2 -0.73
C 21.400036 -13.216333 -8.087283 -1.5 2.0 0.0 -0.61
O 12.996897 -15.964549 -12.238950 0.1 -0.7 0.6 -0.22
H 21.669698 -12.132893 -7.959248 0.6 -0.9 0.0 0.37
O 17.460965 -17.881533 -11.402203 0.0 0.5 -1.0 -0.49
H 23.272342 -13.979079 -8.842170 -0.4 -0.1 -0.2 0.37
H 10.286316 -16.477592 -13.149904 -0.4 -0.2 0.6 0.22
H 19.230907 -15.599005 -12.799296 0.7 0.2 0.4 0.40
H 21.379862 -13.682280 -7.108787 -0.6 -0.1 0.1 0.18
C 13.302356 -15.867152 -13.627265 0.3 -1.8 0.3 0.31
H 18.565646 -13.536766 -2.598060 0.6 -0.1 -0.2 0.32
C 11.565634 -11.629452 -4.527678 0.4 -1.0 1.4 -0.17
H 20.616685 -11.619996 -10.001199 -0.4 -0.8 -0.8 0.18
H 17.060253 -15.007489 -12.805374 0.0 0.7 0.1 0.43
H 10.611689 -14.444709 -3.857353 -0.3 -0.8 1.6 0.41
H 17.387980 -10.721685 -8.437274 0.4 -0.5 -0.2 -0.69
H 12.889891 -11.699647 -11.703929 -0.1 0.3 -0.3 0.60
C 13.944394 -14.491679 -8.734198 -0.3 -0.3 -2.0 0.38
H 18.510591 -15.211579 -8.086346 0.2 1.6 0.2 -0.13
H 15.650596 -16.909012 -11.270071 0.1 0.0 -0.3 0.17
C 17.689337 -9.768251 -6.620998 1.1 0.7 0.2 -0.33
H 20.136554 -9.388828 -8.130605 -0.5 -0.4 -0.2 0.23
H 15.919455 -18.077143 -6.087862 -1.1 -1.3 -0.5 -0.46
H 15.634318 -19.746942 -5.576415 -0.5 0.0 0.0 0.41
H 14.687725 -8.338947 -5.627197 0.4 -0.1 -0.5 0.34
C 18.428659 -8.071923 -8.028586 -1.0 -0.4 0.0 -0.54
O 19.864039 -15.930163 -5.962840 -0.6 -0.2 -1.1 -0.55
O 13.336277 -19.475525 -7.598361 0.6 -0.1 -0.2 -0.48
H 18.012482 -12.650205 -4.772208 -1.4 0.4 0.5 0.36
O 12.565219 -12.628592 -4.220883 0.9 0.6 0.5 -0.47
H 19.786382 -14.523864 -3.362820 0.5 -1.2 -0.2 0.19
C 18.672738 -17.543242 -12.122984 -0.3 0.2 2.3 -0.83
H 13.535799 -10.750626 -7.240646 0.2 0.0 0.4 -0.44
H 20.246785 -11.730771 -2.175835 -0.3 -0.9 -0.1 0.26
H 14.764200 -13.541768 -5.982783 -0.4 0.1 -0.2 0.20
C 16.531753 -16.897224 -11.920827 0.9 -0.2 0.3 -0.29
H 11.234981 -15.473891 -11.168717 0.3 -0.7 1.1 0.52
C 15.251039 -14.070745 -6.803378 1.5 0.2 -0.1 0.38
C 11.954952 -15.986074 -14.353649 0.2 2.9 -0.1 -0.53
H 12.904876 -6.816795 -7.276242 0.3 0.4 -0.3 0.29
C 10.899179 -15.598844 -13.263237 1.1 -0.6 -0.6 -0.77
H 13.452998 -16.424639 -7.864870 -0.4 -0.2 0.1 0.58
H 13.856890 -14.566194 -9.868902 0.5 -0.1 1.3 -0.38
C 12.598375 -7.856216 -7.274444 1.2 -0.4 -1.4 -0.47
H 14.312415 -8.197519 -8.620664 0.2 0.1 0.0 0.34
C 18.271323 -10.476723 -7.834009 -0.1 -0.5 0.5 2.05
H 10.253947 -14.763972 -13.491253 -0.1 0.2 -0.3 0.40
H 11.845756 -11.082352 -5.403650 0.0 0.2 -0.9 -0.09
C 14.987405 -13.479716 -8.223923 0.3 -1.6 0.9 1.36
C 11.786532 -15.286258 -12.059590 -0.5 1.5 -1.1 -0.13
H 14.856054 -10.668886 -10.168470 0.1 -0.3 0.1 -0.66
H 20.091515 -16.082381 -5.046893 -0.3 -0.3 0.2 0.22
C 16.188409 -11.088158 -11.840835 0.6 -0.4 -0.7 -0.21
H 20.346347 -11.669254 -5.837384 0.0 0.3 -0.4 0.09
H 12.438765 -13.485894 -6.024963 0.0 -0.9 0.4 -0.21
H 16.885496 -10.260783 -12.011641 -0.3 0.1 -0.1 0.35
H 14.015306 -11.299539 -13.942738 0.7 -0.5 0.4 0.22
H 12.760807 -20.219763 -5.718155 -0.4 0.6 -0.8 0.24
H 13.850656 -14.963156 -13.769153 0.0 1.1 -0.5 -0.35
H 18.659253 -17.608402 -6.140351 -0.4 -0.4 -0.1 0.46
C 19.086437 -9.406061 -8.491175 1.2 1.7 1.2 -0.89
C 12.241745 -13.788497 -4.962332 1.0 1.1 -0.8 0.32
H 19.342259 -15.801492 -10.953102 -0.6 -0.1 -1.1 -0.28
H 15.934360 -13.409719 -8.823470 -1.0 -0.2 0.4 -0.10
C 10.804918 -13.892787 -4.721255 -2.1 0.6 -1.4 -0.91
H 14.548735 -9.711006 -11.530257 -0.3 0.1 -0.6 0.35
C 18.583720 -16.558526 -6.368393 0.8 2.2 -0.6 -0.47
H 14.573280 -12.528462 -8.032706 -0.4 1.3 -0.4 -1.01
H 11.962168 -15.207915 -15.152344 -0.2 -0.8 0.2 0.28
H 12.814085 -14.685332 -4.636829 -0.1 0.9 -0.3 0.34
C 13.797349 -18.423210 -5.559927 1.1 0.4 -2.8 -0.01
H 16.274325 -17.124126 -12.972844 -0.1 -0.2 0.4 0.14
C 20.536588 -12.618410 -2.789855 1.5 1.1 -0.1 -0.44
H 16.323101 -14.011022 -6.570439 0.0 0.1 -0.1 -0.90
H 18.533385 -17.776876 -13.132410 -0.4 -0.2 -1.9 0.42
O 19.485720 -16.888362 -8.616133 1.9 -0.5 -0.6 -0.62
H 14.470839 -13.006272 -13.591754 -0.4 -0.7 -0.4 -0.11
C 19.017938 -12.941767 -4.656193 1.5 -0.8 -1.0 0.84
O 12.699015 -8.350384 -5.989386 -1.3 -0.4 0.8 -0.46
```
Positions in Å, forces in eV/Å.